No. 1
This record from the OMol25 dataset describes a cluster of 2 separate species, C4H9NO2 in total in a non-equilibrium geometry. The level of theory is ωB97M-V with the def2-TZVPD basis set.

```
16
Properties=species:S:1:pos:R:3:forces:R:3
H 1.711 0.279 -0.234 -0.365 -0.556 -0.002
N 0.853 0.786 -0.046 -0.979 0.945 -1.576
C -0.037 0.695 -1.006 3.531 1.868 -0.100
C 0.065 -0.189 -2.208 -0.432 -0.238 0.293
O -0.933 1.685 -1.124 -0.717 -0.764 0.407
H 0.089 -1.226 -1.870 -0.042 -0.054 -0.030
H -0.766 -0.019 -2.888 -0.014 -0.065 -0.011
H 1.002 0.011 -2.729 -0.036 0.090 0.110
H -0.803 2.290 -0.377 0.119 -0.074 0.011
C -0.068 -0.373 2.380 0.892 0.554 -0.148
C -0.160 -0.865 0.962 -3.404 -1.273 -0.089
O 0.280 -1.916 0.540 0.575 0.560 0.169
H -0.088 0.716 2.391 -0.045 -0.055 0.072
H -0.907 -0.743 2.965 -0.091 -0.210 -0.168
H 0.868 -0.711 2.821 -0.013 -0.048 0.124
H -1.106 -0.420 0.423 1.022 -0.681 0.940
```
Forces are in eV/Å.

Output
Relative energy (zero: lowest compared OMol25 entry of this formula, charge and spin) (kJ/mol): 235.65
LUMO (eV): 0.674
HOMO (eV): -9.1942
Orbital gap (eV): 9.9
Strongest force on any atom (eV/A): 4.0

=====

No. 2
This record from the OMol25 dataset describes a cluster of 2 separate species, C4H9NO2 in total. The level of theory is ωB97M-V with the def2-TZVPD basis set.

```
16
Properties=species:S:1:pos:R:3:forces:R:3
C -2.796 0.434 -0.311 -0.084 0.079 -0.054
N -1.729 -0.358 0.270 0.013 0.016 0.452
C -1.637 -0.422 1.531 0.005 -0.008 -0.230
C 1.363 -0.129 0.579 0.345 0.017 -0.394
O 0.859 -0.395 -0.616 -0.009 0.017 0.355
O 2.656 0.121 0.468 -0.275 -0.050 0.191
C 3.303 0.070 -0.814 0.155 -0.024 -0.283
H -3.413 0.933 0.453 0.068 -0.116 -0.176
H -3.427 -0.202 -0.943 0.111 0.117 0.142
H -2.342 1.192 -0.958 -0.128 -0.086 0.086
H -0.113 -0.540 -0.466 -0.030 0.037 0.004
H -0.800 -0.958 1.974 -0.140 0.053 -0.066
H -2.346 0.077 2.206 0.020 -0.062 -0.155
H 4.347 0.324 -0.627 -0.166 -0.034 -0.029
H 2.852 0.786 -1.506 0.083 -0.092 0.113
H 3.225 -0.933 -1.240 0.032 0.137 0.044
```
Forces are in eV/Å.

Output
Relative energy (zero: lowest compared OMol25 entry of this formula, charge and spin) (kJ/mol): 353.80
LUMO (eV): 1.073
HOMO (eV): -8.6451
Orbital gap (eV): 9.7
Strongest force on any atom (eV/A): 0.5

=====

No. 3
This record from the OMol25 dataset describes the molecule C4H9NO2. The level of theory is ωB97M-V with the def2-TZVPD basis set.

```
16
Properties=species:S:1:pos:R:3:forces:R:3
C 0.705 2.214 -0.689 0.155 0.265 -0.053
N -0.231 1.167 -0.659 -0.150 -0.709 0.345
C -1.368 0.717 -0.523 0.350 0.328 -0.027
O -1.542 -0.565 -0.072 -0.315 -0.275 -0.218
C -0.433 -1.449 -0.260 0.116 -0.238 -0.101
C 0.389 -1.762 0.980 -0.181 -0.368 -0.084
O 1.139 -0.687 1.499 -0.276 0.302 0.073
H 1.337 2.039 0.189 0.193 0.354 -0.144
H 1.344 2.088 -1.566 -0.035 0.143 0.061
H 0.326 3.242 -0.656 -0.180 -0.032 -0.118
H -2.362 1.131 -0.739 0.148 0.272 0.256
H -0.902 -2.371 -0.606 0.172 -0.146 -0.003
H 0.224 -1.047 -1.037 -0.119 -0.065 0.098
H -0.253 -2.210 1.754 0.048 0.126 -0.086
H 1.122 -2.522 0.685 -0.124 0.035 0.041
H 0.505 0.014 1.701 0.201 0.008 -0.041
```
Forces are in eV/Å.

Output
Relative energy (zero: lowest compared OMol25 entry of this formula, charge and spin) (kJ/mol): 277.67
LUMO (eV): 0.929
HOMO (eV): -8.8393
Orbital gap (eV): 9.8
Strongest force on any atom (eV/A): 0.8

=====

No. 4
This record from the OMol25 dataset describes a cluster of 2 separate species, C4H9NO2 in total. The level of theory is ωB97M-V with the def2-TZVPD basis set.

```
16
Properties=species:S:1:pos:R:3:forces:R:3
C 1.968 -0.691 0.170 0.053 -0.002 0.034
C 0.577 -0.249 -0.217 0.129 0.115 -0.065
C 0.300 1.247 -0.127 0.178 0.059 -0.098
N -1.130 1.287 0.147 -0.036 -0.069 0.080
C -1.429 0.108 0.846 -0.183 -0.107 0.261
O -2.413 -0.135 1.483 0.359 0.057 -0.349
O -0.382 -0.769 0.722 -0.129 0.154 0.284
H 2.706 -0.134 -0.416 -0.056 -0.083 0.034
H 2.111 -1.758 -0.019 -0.029 0.148 0.065
H 2.144 -0.494 1.231 -0.018 0.001 -0.122
H 0.321 -0.624 -1.221 -0.031 0.052 0.205
H 0.822 1.668 0.745 -0.007 -0.053 -0.250
H 0.586 1.815 -1.014 -0.106 -0.106 0.043
H -1.766 1.469 -0.623 0.115 0.105 0.278
H -1.879 -1.538 -0.797 -0.263 -0.086 -0.229
H -2.534 -1.202 -0.910 0.025 -0.187 -0.171
```
Forces are in eV/Å.

Output
Relative energy (zero: lowest compared OMol25 entry of this formula, charge and spin) (kJ/mol): 153.55
LUMO (eV): 0.871
HOMO (eV): -10.1848
Orbital gap (eV): 11.1
Strongest force on any atom (eV/A): 0.5